a | # C4H8O3

The molecule C4H8O3 (ωB97M-V/def2-TZVPD, OMol25).

LUMO energy = 0.916 eV
Kohn-Sham gap = 11.31 eV
highest occupied orbital energy = -10.40 eV

Element x y z (Å)
C (1.9685, -0.2595, -0.3290)
C (0.5132, -0.6815, -0.0936)
O (0.2340, -0.7115, 1.2958)
C (-0.4679, 0.2260, -0.8355)
O (-1.8202, -0.0642, -0.4493)
C (-2.2572, 0.5528, 0.6481)
O (-1.6431, 1.3550, 1.3101)
H (2.5053, -0.9007, -1.0338)
H (2.4289, -0.3597, 0.6563)
H (2.0708, 0.7815, -0.6606)
H (0.3593, -1.7139, -0.4270)
H (0.0832, 0.1972, 1.5979)
H (-0.4304, 0.0610, -1.9154)
H (-0.2573, 1.2800, -0.6251)
H (-3.2871, 0.2376, 0.8611)

b | # C4H8O3

A cluster of 3 separate species, C4H8O3 in total (ωB97M-V/def2-TZVPD, OMol25).

LUMO energy = 0.589 eV
Kohn-Sham gap = 8.78 eV
highest occupied orbital energy = -8.19 eV

Element x y z (Å)
C (-1.0678, -1.0924, 0.6020)
C (-0.4889, -0.2929, -0.5254)
O (-1.0255, -0.5891, -1.7417)
C (0.1752, 0.9412, -0.2988)
O (-0.3505, 1.7590, 0.6911)
C (1.8070, 0.4781, 0.4627)
O (2.1070, 1.1215, 1.3930)
H (-1.2713, -2.1085, 0.2535)
H (-0.3547, -1.1383, 1.4317)
H (-1.9989, -0.6515, 0.9722)
H (0.9108, -1.2353, -0.6268)
H (-0.9430, 0.1858, -2.3138)
H (0.4654, 1.4655, -1.2230)
H (0.3953, 2.1396, 1.1912)
H (1.6400, -0.9828, -0.2678)

Q: Which of them is the most stable? A: a.

a | # C4H7BrO

A cluster of 2 separate species, C4H7BrO in total (ωB97M-V/def2-TZVPD, OMol25).

LUMO energy (alpha / beta) = -0.839 / -0.733 eV
Kohn-Sham gap (alpha / beta) = 8.66 / 8.73 eV
highest occupied orbital energy (alpha / beta) = -9.50 / -9.46 eV

Element x y z (Å)
C (-2.0060, -2.3149, 0.1087)
C (1.2711, -0.4120, -0.1898)
C (0.2380, 1.6822, 0.5120)
C (0.2067, 0.5525, -0.5617)
O (1.1783, -1.5920, 0.1118)
Br (3.1429, 0.3705, 0.1011)
H (-3.0225, -2.6434, 0.4393)
H (-1.5068, -2.6459, -0.8533)
H (1.0948, 1.4626, 1.1814)
H (-0.6653, 1.9493, 1.1410)
H (0.4842, 2.6405, -0.0107)
H (0.3247, 0.9036, -1.5555)
H (-0.7400, 0.0470, -0.4242)

b | # C4H7BrO

A cluster of 2 separate species, C4H7BrO in total (ωB97M-V/def2-TZVPD, OMol25).

LUMO energy = 0.646 eV
Kohn-Sham gap = 9.26 eV
highest occupied orbital energy = -8.61 eV

Element x y z (Å)
C (-1.2080, -1.6527, -0.0952)
C (-2.4446, -1.2472, -0.0024)
C (1.5711, 0.8338, 0.6908)
C (1.0513, 0.5160, -0.6870)
O (1.2735, 1.4710, -1.6285)
Br (-2.7643, 0.6506, 0.0995)
H (-0.3607, -0.9400, -0.0658)
H (-0.7429, -2.6654, -0.0782)
H (2.4460, 0.2717, 0.7213)
H (1.6330, 1.9016, 0.8924)
H (0.9977, 0.3665, 1.5205)
H (-3.3181, -1.8033, 0.1188)
H (1.8659, 2.2973, -1.4864)

c | # C4H7BrO

The molecule C4H7BrO (ωB97M-V/def2-TZVPD, OMol25).

LUMO energy (alpha / beta) = 0.558 / 0.397 eV
Kohn-Sham gap (alpha / beta) = 8.52 / 7.79 eV
highest occupied orbital energy (alpha / beta) = -7.96 / -7.40 eV

Element x y z (Å)
C (-1.7807, 0.7040, -0.8964)
C (0.6520, -0.1185, -1.0566)
C (0.5188, 0.0569, 1.3189)
C (0.7318, -0.8922, 0.1846)
O (-0.4551, 0.5852, -1.3346)
Br (2.1404, 0.7674, -1.8242)
H (-2.4537, 1.2851, -1.4992)
H (-2.0147, -0.0087, -0.0199)
H (0.4348, -0.5504, 2.1872)
H (-0.5301, 0.5582, 1.0324)
H (1.2841, 0.7830, 1.5162)
H (-0.1890, -1.6456, 0.3540)
H (1.6614, -1.5246, 0.0377)

Q: Which of them is the most stable? A: b.

a | # C5H12O2

A structure of composition C5H12O2 (ωB97M-V/def2-TZVPD, OMol25).

LUMO energy (alpha / beta) = 0.253 / 0.562 eV
Kohn-Sham gap (alpha / beta) = 7.60 / 8.01 eV
highest occupied orbital energy (alpha / beta) = -7.35 / -7.45 eV

Element x y z (Å)
C (-0.9326, -2.3566, -0.3734)
C (-0.7157, -1.3615, 0.7238)
C (-0.4512, 0.0119, 0.4959)
O (-0.6590, 0.8271, 1.5905)
C (0.5578, 0.4682, -0.4858)
C (0.6678, 1.9163, -0.8429)
O (0.9199, 2.6785, 0.3484)
H (-0.2660, -3.2212, -0.2687)
H (-1.9594, -2.7480, -0.3681)
H (-0.7436, -1.9222, -1.3621)
H (1.3823, -1.3779, 0.9935)
H (-1.0615, -1.6086, 1.7245)
H (-1.1956, 0.1950, -0.3640)
H (-0.0375, 1.5740, 1.5060)
H (0.8076, -0.2414, -1.2698)
H (1.7622, -0.7802, 0.6543)
H (-0.2298, 2.3233, -1.3411)
H (1.5032, 2.0321, -1.5472)
H (0.6512, 3.5914, 0.1862)

b | # C5H12O2

The molecule C5H12O2 (ωB97M-V/def2-TZVPD, OMol25).

LUMO energy = 0.850 eV
Kohn-Sham gap = 10.89 eV
highest occupied orbital energy = -10.04 eV

Element x y z (Å)
C (-1.6928, 0.0052, 2.0876)
C (-1.2254, -0.4916, 0.7233)
C (-0.0547, 0.3304, 0.1827)
O (1.0359, 0.3396, 1.0848)
C (0.4419, -0.1843, -1.1768)
C (1.3779, 0.8094, -1.8452)
O (1.1089, -1.4191, -0.8981)
H (-0.8546, 0.0201, 2.7902)
H (-2.0874, 1.0265, 2.0199)
H (-2.4816, -0.6330, 2.4994)
H (-0.9132, -1.5426, 0.7847)
H (-2.0501, -0.4505, -0.0018)
H (-0.3699, 1.3766, 0.0704)
H (1.4379, -0.5373, 0.9712)
H (-0.4219, -0.3850, -1.8286)
H (2.1624, 1.1057, -1.1416)
H (1.8370, 0.3785, -2.7437)
H (0.8343, 1.7083, -2.1534)
H (1.9155, -1.4572, -1.4252)

c | # C5H12O2

The molecule C5H12O2 (ωB97M-V/def2-TZVPD, OMol25).

LUMO energy = 0.784 eV
Kohn-Sham gap = 10.32 eV
highest occupied orbital energy = -9.53 eV

Element x y z (Å)
C (0.3936, -0.8907, 2.5539)
C (0.4609, -1.0623, 1.0380)
C (-0.2385, 0.0928, 0.3018)
O (0.4006, 1.3197, 0.4930)
C (-0.2373, -0.0437, -1.2161)
C (-1.1487, 0.9105, -1.9499)
O (1.2437, 0.4553, -1.5582)
H (0.7832, 0.0943, 2.8268)
H (-0.6388, -0.9595, 2.9188)
H (0.9805, -1.6568, 3.0740)
H (1.5103, -1.0969, 0.7183)
H (0.0003, -2.0180, 0.7457)
H (-1.3190, 0.0404, 0.5623)
H (1.0880, 1.1858, -0.3525)
H (-0.4019, -1.0964, -1.5025)
H (-1.0285, 1.9019, -1.5021)
H (-0.8104, 0.9005, -2.9877)
H (-2.2139, 0.6476, -1.9554)
H (1.3092, 1.2237, -2.1684)

d | # C5H12O2

A structure of composition C5H12O2 (ωB97M-V/def2-TZVPD, OMol25).

LUMO energy = -1.310 eV
Kohn-Sham gap = 6.32 eV
highest occupied orbital energy = -7.63 eV

Element x y z (Å)
C (2.3688, -0.0526, 1.8783)
O (1.5049, -0.2266, 0.7987)
C (-1.0966, 1.1524, 1.0568)
C (-1.3498, 0.0789, 0.0753)
C (-1.1887, 0.3175, -1.4133)
C (-0.5867, -0.9056, -2.0687)
O (0.5083, -1.3996, -1.3433)
H (2.4373, -1.0188, 2.3978)
H (3.3781, 0.2412, 1.5281)
H (2.0483, 0.8124, 2.5091)
H (-1.4397, 0.9420, 2.1179)
H (-1.0315, 2.2388, 0.8365)
H (-0.1533, 0.3043, 0.7658)
H (-1.8946, -0.8334, 0.1573)
H (-0.3899, 1.0762, -1.5817)
H (-2.0438, 0.7831, -1.8217)
H (-1.4236, -1.7339, -2.0886)
H (-0.4454, -0.8949, -3.2218)
H (0.7980, -0.8816, -0.5822)

Q: Which of them is the most stable? A: b.

a | # C5H12O2

A cluster of 2 separate species, C5H12O2 in total (ωB97M-V/def2-TZVPD, OMol25).

LUMO energy = 0.785 eV
Kohn-Sham gap = 8.91 eV
highest occupied orbital energy = -8.12 eV

Element x y z (Å)
C (0.3449, 1.0958, 1.6435)
O (-0.2134, 0.3425, 0.5831)
C (0.7438, -0.2442, -0.3089)
C (1.5707, -1.3155, 0.3909)
C (-0.0475, -0.8100, -1.4764)
C (-3.2128, 0.9594, -0.8431)
O (-2.1871, 1.7440, -0.6492)
H (0.8436, 0.4505, 2.3758)
H (-0.4821, 1.6130, 2.1350)
H (1.0635, 1.8377, 1.2667)
H (1.4089, 0.5593, -0.6660)
H (0.9120, -2.0835, 0.8111)
H (2.1862, -0.9040, 1.1968)
H (2.2457, -1.7920, -0.3274)
H (-0.7456, -1.5759, -1.1209)
H (0.6276, -1.2669, -2.2062)
H (-0.6201, -0.0266, -1.9834)
H (-2.9001, -0.0509, -0.4353)
H (-1.4192, 1.2935, -0.2111)

b | # C5H12O2

The molecule C5H12O2 (ωB97M-V/def2-TZVPD, OMol25).

LUMO energy = 0.825 eV
Kohn-Sham gap = 10.69 eV
highest occupied orbital energy = -9.87 eV

Element x y z (Å)
C (2.3419, 0.1847, 1.3745)
C (0.9146, 0.6569, 1.0798)
C (0.3147, -0.0354, -0.1507)
O (0.2434, -1.4333, 0.0236)
C (-1.1358, 0.3385, -0.4891)
C (-1.5225, -0.1334, -1.8856)
O (-1.9392, -0.4098, 0.5106)
H (2.3657, -0.9054, 1.4741)
H (3.0363, 0.4645, 0.5710)
H (2.7222, 0.6229, 2.3055)
H (0.2735, 0.4503, 1.9470)
H (0.9063, 1.7449, 0.9177)
H (0.9033, 0.2713, -1.0335)
H (-0.6694, -1.4607, 0.4444)
H (-1.2908, 1.4192, -0.3562)
H (-1.1936, -1.1734, -2.0023)
H (-2.6108, -0.0661, -1.9696)
H (-1.0919, 0.4473, -2.7127)
H (-2.6051, -1.0046, 0.1205)

Q: Which of them is the most stable? A: b.

a | # C5H12O2

A cluster of 2 separate species, C5H12O2 in total (ωB97M-V/def2-TZVPD, OMol25).

LUMO energy = 0.754 eV
Kohn-Sham gap = 10.02 eV
highest occupied orbital energy = -9.26 eV

Element x y z (Å)
C (-1.1710, -2.2148, 0.4760)
C (0.9428, -0.9976, -1.3052)
C (0.2932, 0.1247, -1.0272)
O (-1.4756, -0.8501, 0.6348)
C (0.7879, 1.1300, -0.0121)
C (-0.0869, 2.3735, 0.0745)
O (0.8774, 0.4837, 1.2671)
H (-1.8219, -2.7944, 1.1268)
H (-1.3461, -2.5283, -0.5585)
H (-0.1330, -2.4744, 0.7102)
H (1.8404, -1.2798, -0.7684)
H (0.5780, -1.6886, -2.0550)
H (-0.6233, 0.3751, -1.5515)
H (-0.7634, -0.4340, 1.1437)
H (1.8016, 1.4162, -0.3222)
H (-1.0803, 2.1141, 0.4562)
H (0.3638, 3.1234, 0.7371)
H (-0.2047, 2.8328, -0.9124)
H (1.1659, 1.1440, 1.9122)

b | # C5H12O2

A cluster of 2 separate species, C5H12O2 in total (ωB97M-V/def2-TZVPD, OMol25).

LUMO energy = 0.745 eV
Kohn-Sham gap = 10.64 eV
highest occupied orbital energy = -9.90 eV

Element x y z (Å)
O (1.9944, -1.4404, 1.0413)
C (2.0255, -0.2402, 1.0875)
C (1.2973, 0.6694, 0.1580)
C (0.3078, 0.0187, -0.8304)
C (-0.8302, 0.9554, -1.1809)
C (-1.6512, 0.5021, -2.3872)
H (2.5912, 0.2816, 1.8806)
H (1.9960, 1.2168, -0.4777)
H (0.8261, 1.4463, 0.7636)
H (-0.0577, -0.9291, -0.4211)
H (0.9204, -0.2535, -1.6851)
H (-0.5054, 1.9842, -1.2999)
H (-1.5298, 0.8986, -0.3380)
H (-1.4994, -0.5687, -2.6181)
H (-1.2364, 0.8617, -3.3400)
H (-2.7111, 0.6642, -2.2801)
H (-2.1417, -0.6881, 2.7013)
H (-1.8959, -1.1628, 1.2966)
O (-2.2886, -0.4099, 1.7802)

c | # C5H12O2

A cluster of 2 separate species, C5H12O2 in total (ωB97M-V/def2-TZVPD, OMol25).

LUMO energy = 0.613 eV
Kohn-Sham gap = 8.61 eV
highest occupied orbital energy = -7.99 eV

Element x y z (Å)
C (2.4938, -1.1318, 0.4164)
C (1.7153, 0.0790, 0.8399)
C (0.4431, 0.3780, 0.5588)
O (-0.0656, 1.5518, 1.0341)
C (-0.4582, -0.4574, -0.3330)
C (-1.9561, -0.4321, -0.0399)
O (-2.4340, 0.9164, -0.0035)
H (3.3478, -0.8540, -0.2154)
H (2.9044, -1.6588, 1.2868)
H (1.8959, -1.8509, -0.1524)
H (-0.0373, 1.8595, -2.5921)
H (2.2510, 0.8220, 1.4285)
H (-0.1478, -1.5046, -0.2709)
H (-0.9926, 1.6255, 0.7492)
H (-0.3072, -0.1534, -1.3745)
H (-0.5948, 1.9258, -2.1059)
H (-2.1715, -0.9387, 0.9093)
H (-2.4773, -0.9716, -0.8424)
H (-3.2655, 0.9343, 0.4858)

d | # C5H12O2

A cluster of 2 separate species, C5H12O2 in total (ωB97M-V/def2-TZVPD, OMol25).

LUMO energy = 0.780 eV
Kohn-Sham gap = 9.49 eV
highest occupied orbital energy = -8.71 eV

Element x y z (Å)
C (2.2097, 0.3901, 1.3302)
C (0.6952, 0.3830, 1.0960)
C (0.3390, -0.2673, -0.2487)
O (0.8442, -1.5928, -0.3161)
C (-1.1381, -0.3746, -0.5907)
C (-1.5913, -0.5108, -1.8394)
O (-1.9343, -0.3280, 0.5035)
H (2.6218, -0.6199, 1.2432)
H (2.7259, 1.0228, 0.5978)
H (2.4546, 0.7723, 2.3271)
H (0.1948, -0.1716, 1.9010)
H (0.2999, 1.4053, 1.1364)
H (0.8429, 0.2905, -1.0496)
H (0.4418, -2.0590, 0.4300)
H (-1.2460, 1.9112, -0.7174)
H (-2.6558, -0.5230, -2.0634)
H (-1.3766, 1.4361, -1.3058)
H (-0.8898, -0.6409, -2.6522)
H (-2.8379, -0.5234, 0.2179)

Q: Which of them is the most stable? A: b.